[1]
Density functional theory data (ωB97M-V with the def2-TZVPD basis set) for a molecular structure, C33H40BrF4NO2OsPSSb.

XYZ file:
```
85
Properties=species:S:1:pos:R:3:lowdin_spin:R:1
Os -1.55 -1.58 0.25 2.56
Sb -4.04 -2.64 -0.16 0.00
Br -2.75 0.55 -0.43 0.07
S 1.69 -1.97 0.30 0.03
P 0.35 2.54 -0.89 0.38
F -0.39 5.33 -0.93 0.00
F -2.70 6.54 -0.46 0.00
F -4.77 2.41 0.17 0.00
F -4.92 5.06 0.11 0.00
O -1.79 -1.89 2.55 0.12
O 0.41 -1.08 0.01 0.17
N -0.98 -3.53 0.66 0.00
C 2.54 4.24 2.71 0.03
C -5.28 -2.33 1.52 0.01
C 2.84 -0.77 -2.01 0.00
C -5.10 -1.83 -1.79 0.00
C -3.78 4.49 -0.13 0.00
C 1.61 3.21 2.86 0.00
C 2.51 -0.95 2.72 0.00
C 2.35 2.93 -2.72 0.06
C -4.01 -4.72 -0.50 -0.01
C -3.68 3.10 -0.10 0.00
C 4.30 -0.36 -1.84 0.00
C -0.35 -5.25 2.18 0.00
C -1.45 4.58 -0.67 0.01
C -0.73 -4.38 -0.37 0.02
C -0.79 -3.97 1.92 0.01
C -2.65 5.24 -0.42 0.01
C 2.79 -0.90 1.22 0.01
C 0.06 3.25 -3.52 0.06
C 1.33 3.15 0.47 0.07
C -1.06 -3.02 3.06 0.01
C 2.86 4.72 1.45 0.00
C -1.32 3.19 -0.65 0.07
C -0.26 -5.65 -0.18 0.00
C 2.46 -2.09 -1.32 0.00
C -0.07 -6.11 1.12 0.01
C -2.47 2.47 -0.36 0.01
C 1.93 3.60 -4.99 0.12
C 2.26 4.19 0.32 0.03
C 1.02 2.65 1.74 0.02
C 0.96 2.96 -2.47 0.09
C 0.55 3.59 -4.76 0.01
C 3.61 -0.23 3.48 0.00
C 2.83 3.27 -3.96 0.01
H -1.01 3.25 -3.35 0.00
H 1.73 -2.65 -1.90 0.00
H 0.29 1.86 1.86 0.00
H 3.40 -0.22 4.55 0.00
H -0.08 -6.29 -1.03 0.00
H -6.28 -2.66 1.24 0.00
H 4.55 -0.08 -0.82 0.00
H -0.23 -5.58 3.20 0.00
H 1.35 2.85 3.85 0.00
H -0.92 -3.99 -1.37 0.01
H -1.64 -3.52 3.83 0.00
H 3.57 5.54 1.35 0.00
H -5.31 -1.27 1.77 0.00
H 2.69 0.11 0.80 0.00
H 3.32 -2.75 -1.16 0.00
H -4.47 -1.77 -2.67 0.00
H 3.00 4.68 3.59 0.00
H 4.57 -0.74 3.35 0.00
H 4.52 0.50 -2.47 0.00
H 2.31 3.86 -5.96 0.01
H 2.48 4.61 -0.65 0.00
H 3.89 3.29 -4.16 0.00
H 4.96 -1.16 -2.15 0.00
H 0.27 -7.11 1.31 0.00
H -4.93 -2.91 2.37 0.00
H -3.56 -4.93 -1.46 0.00
H -5.94 -2.49 -1.98 0.00
H 2.16 0.02 -1.67 0.00
H 3.72 0.80 3.15 0.00
H -1.96 -1.25 3.25 0.00
H 3.79 -1.28 0.99 0.00
H -3.48 -5.24 0.30 0.00
H -5.47 -0.84 -1.53 0.00
H 3.05 2.66 -1.93 0.00
H -5.05 -5.04 -0.51 0.00
H 1.53 -0.50 2.93 0.00
H 2.62 -0.90 -3.07 0.00
H -0.13 3.85 -5.57 0.00
H 2.46 -2.00 3.04 0.00
H -0.11 -2.69 3.50 0.00
```

For the total energy, the calculation gives -5529.0653 a.u. The net charge is +4. As for the spin multiplicity: 5. Its expectation value of S² is 6.040. The calculation puts the energy above the lowest of the compared OMol25 structures with the same formula, charge and spin at 21.1 kcal per mole. For the largest force on an atom, the calculation gives 0.77 eV/A. The value obtained for the HOMO-LUMO gap (alpha / beta) is 0.2481 / 0.2046 Eh.

***

[2]
Density functional theory data (ωB97M-V with the def2-TZVPD basis set) for a molecular structure, C33H40ClIO7SSr in a non-equilibrium geometry.

XYZ file:
```
84
Properties=species:S:1:pos:R:3:lowdin_charge:R:1
I 2.56 1.14 -3.13 0.91
Sr -2.48 6.16 1.13 1.94
Cl -7.21 -3.02 2.09 0.47
S -5.37 -4.26 -2.27 0.75
O -0.99 -4.84 -3.66 -0.20
O -0.69 1.06 -3.97 0.01
O 0.09 4.35 2.06 -0.15
O -3.60 1.06 0.14 0.01
O 7.12 -1.36 1.23 -0.07
O 1.45 1.71 2.72 -0.10
O 7.15 0.27 -0.41 0.07
C -0.48 1.16 1.16 -0.04
C -0.87 0.48 -2.87 -0.30
C 0.20 6.51 0.63 -0.08
C 2.09 2.99 2.90 -0.12
C -3.95 -1.86 -1.29 -0.08
C 1.54 4.14 1.94 -0.16
C 4.15 0.51 1.14 -0.15
C -1.96 -0.71 -2.78 -0.02
C -2.65 0.46 -0.44 -0.25
C 4.86 -0.48 0.08 -0.08
C -2.11 -5.24 -4.60 -0.18
C -0.16 0.85 -1.49 -0.09
C -6.42 -1.54 -0.24 -0.24
C -7.44 -2.69 0.27 -0.55
C -0.33 4.99 0.84 -0.35
C -1.89 -0.38 2.77 -0.20
C -3.30 -4.03 -4.89 -0.10
C 1.05 1.48 1.37 -0.14
C -2.10 -1.82 -3.85 0.07
C 1.97 1.48 0.13 -0.12
C 6.45 -0.50 0.31 -0.35
C -1.10 0.84 -0.22 0.01
C -2.89 -0.73 -1.50 0.01
C -4.88 -1.94 0.00 -0.20
C -0.50 -1.22 2.84 -0.10
C 1.35 1.17 -1.29 -0.47
C -4.08 -2.93 -2.45 -0.40
C -0.59 -4.87 -5.21 -0.01
C 8.77 -0.04 2.70 -0.08
C -3.19 -2.95 -3.72 -0.15
C 7.31 -0.74 2.53 -0.23
C 3.54 1.76 0.26 -0.17
C -1.49 1.14 2.43 -0.17
H 1.92 3.34 3.99 0.16
H -4.65 -5.43 -2.02 -0.09
H 3.23 2.83 2.82 0.14
H 0.33 -0.53 3.25 0.08
H 0.25 -5.62 -5.10 0.11
H -8.54 -2.38 0.16 0.08
H -0.25 -1.59 1.79 0.09
H -0.38 7.31 1.27 0.07
H -2.99 -3.57 -5.90 0.12
H -0.07 4.31 -0.06 0.18
H 4.38 -1.52 0.23 0.13
H -7.32 -3.66 -0.33 0.04
H 8.69 0.56 3.68 0.08
H 4.65 -0.21 -1.02 0.09
H 6.55 0.08 2.78 0.10
H 0.06 6.76 -0.49 0.13
H -1.43 -1.86 -4.78 0.11
H 9.61 -0.81 2.79 0.09
H -0.47 -3.81 -5.65 0.09
H -6.69 -0.61 0.38 0.11
H 2.03 5.13 2.30 0.15
H -4.88 -3.05 0.32 0.10
H 4.86 0.99 1.90 0.10
H 8.91 0.69 1.83 0.08
H -2.46 -6.39 -4.64 0.16
H 7.21 -1.53 3.37 0.13
H -2.49 -0.39 3.74 0.12
H 1.31 6.66 0.85 0.13
H -2.38 1.81 2.17 0.09
H -2.53 -0.85 1.95 0.09
H 4.10 1.85 -0.73 0.07
H -0.56 -2.11 3.56 0.08
H -1.50 5.03 0.89 -0.14
H 1.89 4.03 0.84 0.14
H -4.42 -1.38 0.90 0.10
H 3.73 2.75 0.82 0.10
H -6.66 -1.39 -1.36 0.12
H -0.97 1.63 3.34 0.11
H 3.31 -0.05 1.69 0.12
H -4.30 -4.57 -4.93 0.09
```

For the total energy, the calculation gives -2993.6168 a.u. The net charge is +2. For the largest force on an atom, the calculation gives 10.26 eV/A. The value obtained for the HOMO-LUMO gap is 0.1185 Eh.

***

[3]
Density functional theory data (ωB97M-V with the def2-TZVPD basis set) for a molecular structure, C33H40IrN3O4S3.

XYZ file:
```
84
Properties=species:S:1:pos:R:3:lowdin_spin:R:1
Ir -0.41 -0.06 -0.41 0.24
S -1.83 -1.53 -1.78 0.07
S -2.37 1.15 -0.01 0.00
S -0.75 1.04 -3.15 0.48
O 0.53 1.60 -1.11 0.06
O 6.50 1.14 -2.92 0.00
O 1.20 -1.24 -0.90 0.00
O 6.16 3.26 -3.13 0.00
N 0.57 0.61 1.32 0.01
N -0.92 -1.56 1.06 0.01
N 5.82 2.14 -2.85 0.00
C 2.89 1.35 1.47 0.00
C -1.95 0.08 -4.07 0.04
C -3.50 -4.90 0.78 0.00
C 0.40 -0.10 2.38 0.00
C -1.37 -3.87 0.26 0.00
C -1.79 -2.73 0.96 0.00
C -2.25 -4.95 0.18 0.00
C -3.66 -0.10 -0.22 0.00
C -2.76 2.17 -1.50 0.01
C -0.36 3.40 1.39 0.00
C -3.37 -1.64 2.69 0.00
C -3.00 -2.70 1.67 0.00
C -0.32 -2.36 3.31 0.00
C 3.57 3.06 -2.35 0.00
C 2.27 2.90 -1.92 0.00
C -0.35 -1.38 2.20 0.00
C 3.41 3.71 1.42 0.00
C 0.89 0.26 3.74 0.00
C 2.06 4.03 1.39 0.00
C -1.76 -1.35 -3.60 0.01
C 1.53 1.70 1.39 0.00
C 3.82 2.39 1.46 0.00
C 1.09 3.03 1.38 0.00
C -3.53 -0.94 -1.47 0.01
C 1.79 1.64 -1.55 0.00
C 2.29 -0.80 -1.34 0.00
C -3.86 -3.79 1.53 0.00
C 0.01 -4.01 -0.34 0.00
C -1.67 2.46 -2.51 0.04
C 2.65 0.52 -1.66 0.00
C 4.42 1.95 -2.42 0.00
C 3.98 0.70 -2.10 0.00
C 3.39 -0.05 1.64 0.00
H -4.14 -1.84 -1.38 0.00
H -4.17 -5.74 0.70 0.00
H -4.80 -3.78 2.06 0.00
H -3.87 -0.40 -2.36 0.00
H -4.45 -1.47 2.68 0.00
H 3.58 -0.27 2.70 0.00
H -3.60 -0.72 0.66 0.00
H 0.73 -2.53 3.59 0.00
H 4.35 -0.18 1.14 0.00
H -3.60 1.66 -1.98 0.00
H -2.88 -0.68 2.55 0.00
H 4.87 2.15 1.52 0.00
H -1.70 0.16 -5.13 0.01
H -2.96 0.45 -3.93 0.00
H 4.67 -0.14 -2.19 0.00
H 3.96 4.03 -2.63 0.00
H -2.11 2.97 -3.37 0.01
H -0.80 -1.96 4.20 0.00
H 0.10 -3.47 -1.29 0.00
H -0.98 2.66 1.89 0.00
H -3.13 -2.00 3.69 0.00
H -1.93 -5.84 -0.33 0.00
H -0.77 -3.31 3.05 0.00
H 1.28 1.28 3.77 0.00
H 1.62 3.76 -1.84 0.00
H 0.22 -5.05 -0.53 0.00
H 1.68 -0.42 4.06 0.00
H 0.78 -3.62 0.32 0.00
H 2.72 -0.82 1.27 0.00
H 3.05 -1.58 -1.49 0.00
H -4.62 0.42 -0.20 0.00
H -0.78 -1.74 -3.88 0.00
H -0.90 3.11 -2.10 0.00
H 0.07 0.16 4.45 0.00
H 4.15 4.51 1.43 0.00
H -3.15 3.11 -1.12 0.00
H 1.74 5.06 1.41 0.00
H -0.74 3.54 0.37 0.00
H -0.50 4.34 1.91 0.00
H -2.51 -2.03 -4.00 0.00
```

For the total energy, the calculation gives -3044.5843 a.u. The net charge is +3. As for the spin multiplicity: 2. Its expectation value of S² is 0.756. The calculation puts the energy above the lowest of the compared OMol25 structures with the same formula, charge and spin at 21.4 kcal per mole. For the largest force on an atom, the calculation gives 0.76 eV/A. The value obtained for the HOMO-LUMO gap (alpha / beta) is 0.2642 / 0.1810 Eh.

***

[4]
Density functional theory data (ωB97M-V with the def2-TZVPD basis set) for a molecular structure, C33H40N3O2Pt in a non-equilibrium geometry.

XYZ file:
```
79
Properties=species:S:1:pos:R:3:lowdin_charge:R:1
Pt -0.65 -0.42 -1.23 0.99
O -0.39 -2.51 -2.06 -0.17
O -1.50 -4.37 -2.51 0.00
N -0.44 -0.52 0.96 -0.04
N 1.00 -0.20 -3.63 0.11
N -2.66 -0.44 -2.95 0.00
C 3.65 -0.22 2.22 -0.13
C -1.88 3.71 -1.29 -0.11
C 1.31 -0.99 2.66 -0.08
C -1.86 -2.53 -3.98 -0.12
C -0.95 4.41 -2.03 -0.11
C 2.82 2.10 1.81 -0.12
C 0.47 1.37 2.27 -0.07
C -3.08 -1.81 4.96 -0.07
C 3.33 0.33 -3.56 -0.04
C 0.39 2.40 -2.25 -0.20
C -3.33 -2.71 1.28 -0.29
C 2.26 0.92 3.94 -0.12
C -2.32 -1.92 0.77 -0.02
C -1.82 -1.06 2.95 -0.02
C 3.11 0.74 1.16 -0.29
C 4.37 1.19 -3.29 -0.11
C 2.00 0.65 -3.24 -0.28
C 1.76 1.91 2.89 -0.29
C -1.20 -3.21 -2.73 -0.72
C -3.57 -2.68 2.66 -0.06
C -4.13 -3.59 0.38 -0.05
C 0.73 0.00 1.62 -0.46
C 1.73 1.88 -2.61 -0.15
C -2.83 -1.84 3.48 -0.30
C 1.83 0.20 0.55 -0.11
C -1.71 2.35 -1.10 -0.14
C 4.12 2.39 -2.64 -0.11
C -3.07 -1.70 -3.56 -0.27
C 0.17 3.76 -2.50 -0.06
C -1.47 -1.12 1.58 -0.29
C -0.61 1.65 -1.60 -0.21
C 2.58 -0.42 3.28 -0.30
C 2.81 2.71 -2.31 -0.06
H -2.10 -1.96 -0.29 0.06
H -3.08 -0.79 5.34 0.07
H 0.19 -0.21 -2.97 -0.01
H -3.50 -4.05 -0.38 0.07
H -4.34 -3.31 3.09 0.10
H -4.90 -3.01 -0.13 0.07
H 0.11 2.05 1.49 0.12
H 1.55 2.87 3.37 0.13
H -0.30 1.29 3.03 0.11
H 2.63 3.64 -1.79 0.11
H 3.90 -1.18 1.75 0.12
H -2.18 -3.33 -4.65 0.11
H 3.53 -0.61 -4.05 0.11
H -3.65 -2.26 -2.82 0.11
H -1.13 -1.89 -4.48 0.09
H -2.31 -2.38 5.49 0.08
H -2.74 4.23 -0.86 0.09
H -2.44 1.82 -0.49 0.09
H -1.09 5.47 -2.23 0.09
H 2.46 2.79 1.05 0.11
H 3.86 0.88 0.37 0.14
H 1.46 0.90 -0.19 0.08
H 3.73 2.51 2.25 0.11
H 3.16 1.32 4.43 0.11
H 2.02 -0.75 0.05 0.12
H -3.72 -1.52 -4.44 0.11
H 1.52 -1.93 2.15 0.13
H 4.92 3.07 -2.40 0.09
H -3.45 0.04 -2.54 0.08
H -2.26 0.18 -3.65 0.08
H -4.63 -4.38 0.95 0.07
H -1.29 -0.40 3.62 0.09
H 1.32 -1.14 -3.83 0.09
H 0.90 4.31 -3.07 0.11
H 1.50 0.78 4.72 0.12
H 2.94 -1.12 4.05 0.14
H 4.56 0.19 2.67 0.11
H 0.58 -1.19 3.44 0.10
H -4.05 -2.26 5.20 0.06
H 5.38 0.94 -3.58 0.09
```

For the total energy, the calculation gives -1715.6258 a.u. The net charge is -1. The calculation puts the energy above the lowest of the compared OMol25 structures with the same formula, charge and spin at 61.9 kcal per mole. For the largest force on an atom, the calculation gives 1.96 eV/A. The value obtained for the HOMO-LUMO gap is 0.2267 Eh.

***

[5]
Density functional theory data (ωB97M-V with the def2-TZVPD basis set) for a molecular structure, C33H40N8O4P2Pd in a non-equilibrium geometry.

XYZ file:
```
88
Properties=species:S:1:pos:R:3:lowdin_charge:R:1
Pd -1.15 0.03 -0.37 0.96
P 1.34 0.71 -1.85 0.81
P 0.63 2.58 0.38 0.81
O -1.47 -2.40 -0.94 0.15
O 0.67 -0.43 -1.04 -0.45
O -0.18 1.35 0.85 -0.45
O -1.23 -4.55 -0.10 0.25
N -6.92 -0.63 0.28 0.22
N 1.89 -8.06 5.39 0.23
N -0.58 -1.52 2.27 0.23
N 3.30 -7.52 3.68 0.24
N -7.59 0.49 -1.60 0.23
N -3.14 0.23 -0.23 0.01
N -5.39 0.52 -1.08 0.15
N 1.21 -6.48 3.86 0.09
C -0.33 3.77 -0.53 -0.33
C 0.56 4.35 2.44 -0.06
C -1.11 -2.67 2.48 -0.03
C 0.39 2.67 -3.57 -0.06
C -1.10 0.81 -3.15 -0.11
C -6.63 0.11 -0.79 -0.45
C 4.55 -0.80 -4.67 -0.02
C 3.79 0.88 -3.13 -0.06
C -1.35 -3.49 -0.53 -0.38
C -1.66 3.54 -0.85 -0.08
C 2.63 0.14 -2.91 -0.30
C 3.40 -1.54 -4.45 -0.04
C 3.04 3.62 3.48 -0.05
C -0.43 5.95 -1.55 -0.03
C 4.76 0.40 -4.00 -0.04
C -4.26 0.29 -0.58 -0.31
C 1.01 -4.17 2.90 -0.14
C 1.35 3.41 1.78 -0.30
C 2.14 -7.36 4.30 -0.40
C 1.98 1.92 -0.66 -0.27
C 1.02 4.93 3.61 -0.03
C -1.77 5.72 -1.87 -0.03
C -1.78 2.60 -4.60 -0.03
C -0.56 3.23 -4.41 -0.03
C 2.43 -1.07 -3.59 -0.07
C -2.06 1.39 -3.97 -0.05
C 2.26 4.58 4.12 -0.02
C -2.38 4.52 -1.53 -0.05
C 0.11 1.47 -2.91 -0.30
C 1.26 -5.67 2.65 -0.14
C 2.59 3.05 2.30 -0.07
C -0.48 -3.82 3.19 -0.12
C 0.29 4.98 -0.87 -0.07
H 1.35 -3.64 2.01 0.12
H -2.20 -2.64 2.51 0.17
H 2.54 2.72 -1.14 0.09
H 1.64 -3.85 3.73 0.13
H -0.33 4.15 -4.92 0.13
H -0.62 -3.52 4.23 0.16
H -1.12 -0.66 2.40 0.14
H 3.22 2.32 1.80 0.10
H 0.41 5.66 4.13 0.12
H 2.55 -8.74 5.74 0.15
H 5.29 -1.14 -5.38 0.13
H 0.04 6.88 -1.81 0.13
H -2.50 3.03 -5.28 0.13
H 3.52 -7.07 2.81 0.12
H -2.33 6.49 -2.38 0.13
H 5.67 0.96 -4.15 0.13
H 1.51 -1.63 -3.44 0.11
H 3.98 -8.18 4.03 0.15
H -0.41 4.63 2.05 0.12
H 1.01 -8.00 5.88 0.14
H 3.96 1.83 -2.63 0.10
H 3.25 -2.48 -4.97 0.12
H -7.37 1.06 -2.40 0.14
H -7.86 -0.90 0.50 0.14
H 0.42 -1.40 2.46 0.16
H 1.32 5.18 -0.59 0.12
H -2.15 2.62 -0.56 0.07
H 1.35 3.16 -3.43 0.12
H -1.26 -0.20 -2.79 0.08
H 0.52 -6.05 1.93 0.13
H -8.56 0.24 -1.46 0.14
H -3.42 4.36 -1.77 0.12
H 0.35 -6.47 4.39 0.16
H -2.99 0.88 -4.16 0.12
H -1.11 -4.70 3.03 0.13
H 2.64 1.35 -0.01 0.08
H -6.20 -0.92 0.92 0.12
H 2.24 -5.76 2.19 0.12
H 4.00 3.33 3.89 0.12
H 2.63 5.06 5.02 0.13
```

For the total energy, the calculation gives -2829.9528 a.u. The net charge is +4. The calculation puts the energy above the lowest of the compared OMol25 structures with the same formula, charge and spin at 0.0 kcal per mole. For the largest force on an atom, the calculation gives 2.30 eV/A. The value obtained for the HOMO-LUMO gap is 0.2249 Eh.